Entry 1:
Below is a 6-piece molecular cluster, C24H50BClF4N5O9P overall at a distorted geometry, with properties calculated with the ωB97M-V functional and the def2-TZVPD basis.

Structure (XYZ):
```
95
Properties=species:S:1:pos:R:3:mulliken_charge:R:1
C 1.46 -3.48 0.76 -1.607
C 0.83 -2.38 -0.12 0.589
C 0.05 -1.26 0.67 1.599
F 0.26 -1.25 2.03 -0.427
C -1.43 -1.28 0.26 -0.118
O -1.66 -1.04 -0.85 -0.413
O -2.50 -1.49 1.13 -0.216
C -2.98 -2.85 1.29 0.268
C -3.38 -3.52 -0.04 -0.591
C -3.87 -4.99 0.04 -0.894
C -2.82 -6.04 -0.35 0.698
F -3.04 -7.14 0.36 -0.340
F -3.01 -6.42 -1.61 -0.316
F -1.59 -5.66 -0.21 -0.119
B -4.34 -2.68 2.19 0.301
C -5.59 -1.92 1.58 -0.992
O -4.44 -3.17 3.49 -0.599
P -1.69 -3.77 2.33 0.562
O -1.59 -2.83 3.68 -0.536
Cl -2.51 -5.56 3.05 -0.316
H 1.75 -3.15 1.75 0.309
H 0.76 -4.31 0.82 0.386
H 2.35 -3.85 0.22 0.394
H 1.54 -1.91 -0.80 0.257
H 0.09 -2.87 -0.79 -0.256
H 0.43 -0.30 0.30 -0.520
H -2.58 -3.50 -0.79 -0.158
H -4.19 -2.93 -0.47 0.708
H -4.65 -5.10 -0.72 0.440
H -4.32 -5.29 0.98 0.322
H -5.31 -0.91 1.26 0.303
H -5.96 -2.42 0.67 0.342
H -6.43 -1.86 2.28 0.309
H -4.90 -4.02 3.43 0.338
H -1.73 -1.90 3.44 0.382
C -0.91 -2.94 -3.47 0.195
O -0.12 -3.24 -2.59 -0.698
N -1.32 -3.77 -4.45 0.186
C -2.26 -3.36 -5.47 -0.967
C -0.80 -5.13 -4.47 -0.889
H -1.36 -1.94 -3.54 0.214
H -3.15 -3.99 -5.43 0.345
H -1.79 -3.45 -6.45 0.350
H -2.55 -2.32 -5.32 0.310
H -1.05 -5.64 -3.54 0.199
H 0.29 -5.10 -4.56 0.290
H -1.22 -5.68 -5.32 0.396
C 4.03 0.67 -0.27 -0.219
O 2.84 0.38 -0.39 -0.570
N 4.93 -0.06 0.40 0.177
C 6.32 0.36 0.50 -1.124
C 4.50 -1.29 1.04 -0.889
H 4.45 1.58 -0.72 0.499
H 6.96 -0.41 0.06 0.365
H 6.58 0.50 1.55 0.353
H 6.48 1.29 -0.03 0.399
H 4.10 -1.97 0.29 0.253
H 3.72 -1.07 1.77 0.291
H 5.35 -1.76 1.54 0.415
C 1.05 4.35 0.12 -0.352
O 0.96 5.46 0.63 -0.639
N 1.05 4.10 -1.19 0.299
C 1.16 2.76 -1.73 -0.743
C 0.95 5.22 -2.11 -1.042
H 1.13 3.44 0.74 0.727
H 2.05 2.68 -2.36 0.340
H 0.27 2.54 -2.34 0.427
H 1.23 2.02 -0.93 -0.005
H 1.78 5.91 -1.95 0.305
H 0.01 5.76 -1.93 0.277
H 0.96 4.87 -3.14 0.413
C 5.45 3.68 1.46 0.561
O 6.53 3.11 1.54 -0.658
N 5.21 4.94 1.85 0.155
C 3.89 5.54 1.70 -0.339
C 6.28 5.72 2.43 -1.003
H 4.56 3.18 1.03 -0.053
H 3.96 6.42 1.07 0.356
H 3.51 5.83 2.69 0.341
H 3.20 4.84 1.25 -0.340
H 7.10 5.81 1.71 0.304
H 6.66 5.22 3.32 0.300
H 5.92 6.71 2.69 0.388
C -4.53 5.06 0.17 0.135
O -5.69 4.72 0.03 -0.590
N -3.59 4.37 0.84 0.210
C -2.22 4.83 0.97 -0.865
C -3.97 3.11 1.46 -1.098
H -4.14 6.01 -0.26 0.272
H -1.55 4.09 0.53 0.276
H -1.98 4.96 2.03 0.302
H -2.09 5.78 0.46 0.285
H -4.34 2.42 0.69 0.338
H -4.77 3.28 2.18 0.337
H -3.11 2.67 1.96 0.407
```

Computed properties:
Energy above the lowest of the compared OMol25 structures with the same formula, charge and spin: 93.92 kJ/mol
E_tot: -3121.351293 Eh
SMILES string: CC[C@H](F)C(=O)O[C@](CCC(F)(F)F)(B(C)O)P(O)Cl.CN(C)C=O.CN(C)C=O.CN(C)C=O.CN(C)C=O.CN(C)C=O

Entry 2:
Below is a 11-piece molecular cluster, C3H27NO11 overall at a distorted geometry, with properties calculated with the ωB97M-V functional and the def2-TZVPD basis.

Structure (XYZ):
```
42
Properties=species:S:1:pos:R:3:nbo_charge:R:1
C 0.17 0.88 -2.77 0.518
N -0.60 1.88 -2.16 -0.439
C -1.95 1.51 -1.67 -0.409
C 0.03 3.10 -1.58 -0.460
O -0.36 -0.26 -2.78 -0.686
H 1.10 1.31 -3.36 0.148
H -1.82 0.91 -0.78 0.174
H -2.48 0.79 -2.42 0.228
H -2.50 2.46 -1.44 0.219
H 0.26 2.79 -0.49 0.279
H -0.72 3.91 -1.41 0.192
H 0.85 3.57 -2.25 0.210
H 1.18 -3.36 -0.59 0.509
H 2.87 -3.14 -0.77 0.491
O 1.90 -2.77 -0.78 -0.995
H 1.03 -0.12 0.66 0.525
H 1.50 -1.51 0.84 0.490
O 0.79 -0.99 1.15 -0.994
H -1.77 -1.63 -2.08 0.481
H -0.96 -2.82 -2.00 0.464
O -1.80 -2.50 -1.75 -0.945
H 0.86 -0.91 2.90 0.493
H 1.95 -0.01 3.32 0.452
O 1.65 -0.89 3.59 -0.968
H 1.53 2.05 1.12 0.488
H 2.31 1.39 0.16 0.481
O 1.58 1.98 0.13 -0.943
H -2.28 -1.14 0.55 0.477
H -1.00 -1.01 1.03 0.506
O -1.89 -0.90 1.36 -0.947
H 0.20 -2.88 1.56 0.478
H 0.45 -4.25 1.20 0.448
O -0.29 -3.70 1.08 -0.921
H -1.32 1.36 0.73 0.484
H -0.98 1.88 1.94 0.466
O -0.56 1.50 1.26 -0.966
H -2.64 0.60 1.49 0.499
H -3.83 1.31 0.94 0.460
O -3.04 1.53 1.26 -0.991
H 3.16 -1.04 0.35 0.477
H 4.16 -0.53 1.45 0.498
O 3.26 -0.33 1.02 -0.969
```

Computed properties:
Energy above the lowest of the compared OMol25 structures with the same formula, charge and spin: 530.42 kJ/mol
E_tot: -1012.743916 Eh
SMILES string: CN(C)C=O.O.O.O.O.O.O.O.O.O.O

Entry 3:
Below is a 2-piece molecular cluster, C5H7N3O4 overall at a distorted geometry, with properties calculated with the ωB97M-V functional and the def2-TZVPD basis.

Structure (XYZ):
```
19
Properties=species:S:1:pos:R:3:lowdin_spin:R:1
C -0.46 -0.22 1.98 0.081
C 0.61 0.91 0.02 0.372
C 3.42 -1.26 2.04 0.001
C -0.06 0.68 -2.51 0.028
C 0.45 0.64 1.39 0.418
N -0.44 -0.41 3.24 0.408
N -0.21 0.50 -1.06 0.283
N 1.69 1.86 -0.20 0.096
O 3.05 -2.02 1.28 0.001
O 2.78 1.56 0.28 0.153
O 3.61 -0.56 2.92 0.000
O 1.54 2.82 -0.92 0.115
H -1.13 -0.75 1.18 -0.002
H 0.87 0.22 -2.94 0.013
H -0.01 1.71 -2.94 0.009
H -0.92 0.06 -2.83 -0.001
H 1.05 1.27 2.07 0.009
H -1.13 -1.08 3.68 0.010
H -1.06 -0.12 -0.82 0.005
```

Computed properties:
Energy above the lowest of the compared OMol25 structures with the same formula, charge and spin: 0.00 kJ/mol
E_tot: -659.732755 Eh
Multiplicity: 3

Entry 4:
Below is a 9-piece molecular cluster, C34H68O16 overall at a distorted geometry, with properties calculated with the ωB97M-V functional and the def2-TZVPD basis.

Structure (XYZ):
```
118
Properties=species:S:1:pos:R:3:mulliken_charge:R:1
C -6.06 0.63 -0.93 -0.670
C -6.32 0.62 -2.43 0.740
O -6.56 -0.42 -3.00 -0.600
C -6.27 1.93 -3.15 -0.934
H -7.04 0.60 -0.46 0.492
H -5.45 1.47 -0.61 0.238
H -5.49 -0.27 -0.69 0.008
H -7.11 2.55 -2.81 0.353
H -6.37 1.78 -4.22 0.321
H -5.38 2.50 -2.89 0.071
C 2.16 2.20 -1.82 -0.474
C 1.80 1.83 -3.25 0.763
O 1.04 2.50 -3.89 -0.510
C 2.41 0.55 -3.77 -1.112
H 3.22 2.46 -1.77 0.497
H 1.96 1.37 -1.14 -0.200
H 1.58 3.08 -1.53 0.186
H 2.19 0.44 -4.83 0.350
H 1.97 -0.29 -3.21 0.173
H 3.48 0.54 -3.56 0.379
O 6.52 -5.91 -0.67 -0.549
C 6.55 -5.08 -1.55 0.769
O 5.95 -3.89 -1.47 -0.388
C 5.24 -3.61 -0.25 -0.276
C 3.87 -4.25 -0.23 -0.888
C 7.29 -5.25 -2.85 -1.053
H 5.15 -2.53 -0.19 0.297
H 5.86 -3.96 0.58 0.336
H 3.31 -3.86 0.63 0.213
H 3.87 -5.33 -0.14 0.404
H 3.29 -3.93 -1.10 0.260
H 7.74 -4.30 -3.14 0.310
H 6.63 -5.59 -3.63 0.258
H 8.07 -5.99 -2.68 0.322
O -3.71 4.50 -3.60 -0.623
C -2.67 3.91 -3.78 0.323
O -2.35 3.32 -4.94 -0.174
C -3.23 3.58 -6.04 -0.122
C -2.69 2.85 -7.25 -1.230
C -1.60 3.72 -2.74 -0.079
H -3.26 4.65 -6.22 0.318
H -4.24 3.25 -5.80 0.210
H -1.79 3.33 -7.63 0.311
H -3.41 2.90 -8.07 0.394
H -2.50 1.80 -7.03 0.301
H -1.15 2.74 -2.83 -0.268
H -2.05 3.86 -1.76 0.130
H -0.84 4.49 -2.91 0.450
O 4.91 -1.14 5.93 -0.597
C 4.68 -0.41 5.00 0.357
O 5.23 0.80 4.86 -0.233
C 6.12 1.21 5.93 -0.255
C 6.37 2.67 5.76 -1.087
C 3.77 -0.76 3.85 -0.435
H 7.03 0.61 5.84 0.292
H 5.65 0.97 6.88 0.341
H 6.88 2.87 4.82 0.300
H 7.06 2.99 6.55 0.398
H 5.46 3.25 5.87 0.225
H 2.75 -0.91 4.19 0.206
H 4.12 -1.69 3.41 0.235
H 3.88 0.00 3.07 0.255
O 2.29 2.17 2.68 -0.535
C 1.62 3.14 2.93 0.704
O 0.48 3.46 2.32 -0.478
C -0.07 2.51 1.40 2.257
C -1.33 3.09 0.82 -1.149
C 2.06 4.22 3.89 -1.196
H -0.24 1.57 1.90 -0.657
H 0.65 2.37 0.58 -0.477
H -1.10 4.01 0.31 0.377
H -2.05 3.26 1.64 0.399
H -1.91 2.37 0.24 -0.178
H 2.61 4.97 3.32 0.338
H 2.72 3.75 4.61 0.280
H 1.21 4.69 4.38 0.353
O -3.02 -3.23 0.83 -0.511
C -2.15 -4.00 0.51 0.720
O -2.27 -4.90 -0.48 -0.380
C -3.47 -4.83 -1.26 -0.306
C -3.34 -3.84 -2.40 -0.635
C -0.79 -4.04 1.12 -0.758
H -4.33 -4.56 -0.65 0.258
H -3.67 -5.84 -1.63 0.345
H -3.04 -2.86 -2.05 -0.114
H -4.28 -3.78 -2.94 0.416
H -2.61 -4.18 -3.14 0.298
H -0.62 -3.12 1.66 -0.026
H -0.06 -4.16 0.32 0.222
H -0.69 -4.88 1.80 0.467
O -3.20 0.95 5.01 -0.589
C -2.41 0.60 4.17 0.496
O -2.75 0.25 2.92 -0.116
C -4.15 0.19 2.65 0.081
C -4.75 -1.15 3.02 -1.192
C -0.91 0.59 4.37 -0.358
H -4.28 0.38 1.58 -0.010
H -4.65 1.01 3.17 0.415
H -4.04 -1.94 2.78 0.173
H -5.68 -1.30 2.48 0.394
H -4.92 -1.21 4.10 0.384
H -0.59 1.63 4.45 0.161
H -0.43 0.14 3.51 -0.317
H -0.63 0.06 5.28 0.513
O 1.04 -2.00 -0.89 -0.671
C 0.67 -1.12 -0.15 0.323
O -0.35 -0.30 -0.40 0.522
C -1.05 -0.45 -1.65 -0.151
C -2.52 -0.30 -1.39 -0.895
C 1.31 -0.89 1.19 0.075
H -0.79 -1.42 -2.07 0.478
H -0.68 0.31 -2.35 -0.222
H -2.85 -1.00 -0.61 0.044
H -3.12 -0.52 -2.27 0.532
H -2.74 0.71 -1.05 -0.050
H 2.19 -1.52 1.30 0.130
H 0.58 -1.18 1.95 -0.139
H 1.57 0.15 1.41 -0.076
```

Computed properties:
Energy above the lowest of the compared OMol25 structures with the same formula, charge and spin: 0.00 kJ/mol
E_tot: -2540.236213 Eh
SMILES string: CCOC(C)=O.CCOC(C)=O.CCOC(C)=O.CCOC(C)=O.CCOC(C)=O.CCOC(C)=O.CCOC(C)=O.CC(C)=O.CC(C)=O

Entry 5:
Below is C14H34GaN2O8V as an isolated structure at a distorted geometry, with properties calculated with the ωB97M-V functional and the def2-TZVPD basis.

Structure (XYZ):
```
60
Properties=species:S:1:pos:R:3:lowdin_spin:R:1
C -2.89 -0.84 -1.76 -0.001
C -1.92 -0.50 -0.60 0.026
C -0.71 -1.40 -0.72 0.026
C -1.56 1.00 -0.71 0.362
Ga -3.04 2.10 0.10 0.177
O -2.24 3.62 0.84 0.077
C -4.52 2.80 -1.14 0.068
C -5.57 1.80 -1.56 0.012
C -6.35 1.20 -0.45 0.004
O -6.00 1.11 0.66 0.032
O -7.58 0.76 -0.84 0.002
H -2.52 -1.64 -2.39 0.000
H -3.03 0.04 -2.38 0.000
H -3.87 -1.06 -1.38 0.000
H -2.41 -0.64 0.34 0.003
H -0.02 -1.30 0.11 0.000
H -1.04 -2.43 -0.74 0.005
H -0.18 -1.22 -1.64 0.000
H -0.66 1.13 -0.12 0.018
H -1.31 1.26 -1.74 0.020
H -3.64 1.29 1.38 0.155
H -2.95 4.14 1.26 0.002
H -5.01 3.63 -0.65 0.008
H -4.04 3.20 -2.02 -0.001
H -6.28 2.32 -2.18 0.003
H -5.19 1.00 -2.18 0.001
H -7.62 -0.17 -0.59 0.000
O -0.50 -0.20 -3.80 -0.018
V -1.17 -0.17 -5.28 0.018
C 5.14 -1.36 2.82 0.000
O 4.38 -0.43 2.06 0.000
C 4.65 0.93 2.33 0.000
C 5.13 1.74 1.13 0.000
O 6.31 1.32 0.47 0.000
C 6.37 0.06 -0.17 0.000
C 5.43 -0.19 -1.34 0.000
O 4.05 -0.15 -1.02 0.000
C 3.29 0.83 -1.69 0.000
H 4.55 -1.74 3.65 0.000
H 5.38 -2.21 2.17 0.000
H 6.07 -0.94 3.19 0.000
H 5.38 1.04 3.15 0.000
H 3.71 1.39 2.67 0.000
H 5.36 2.74 1.51 0.000
H 4.32 1.88 0.41 0.000
H 6.30 -0.75 0.57 0.000
H 7.38 0.00 -0.57 0.000
H 5.64 -1.21 -1.69 0.000
H 5.67 0.49 -2.16 0.000
H 3.90 1.65 -2.08 0.000
H 2.57 1.25 -0.99 0.000
H 2.73 0.36 -2.52 0.000
C -2.24 -3.63 1.87 0.000
O -1.65 -4.09 0.91 0.001
N -1.71 -2.64 2.65 0.000
N -3.48 -4.08 2.26 0.000
H -2.18 -2.25 3.44 0.000
H -0.80 -2.30 2.39 0.000
H -3.89 -4.81 1.71 0.000
H -3.97 -3.71 3.05 0.000
```

Computed properties:
E_tot: -4133.485594 Eh
Multiplicity: 2
Net charge: +1

Number 5 is which compound? C14H34GaN2O8V

Look up the E_tot of the fourth one. -2540.236213 Eh

E_tot of number 1 (C24H50BClF4N5O9P)? -3121.351293 Eh